C12H11F13NO7S2 as an isolated structure, computed with ωB97M-V/def2-TZVPD.

Structure (XYZ):
```
46
C12H11F13NO7S2, DFT ωB97M-V/def2-TZVPD
H -2.12513 -3.13532 1.33258
C 1.01019 0.97460 -3.14415
H 3.97108 -0.57943 0.64744
C -0.72355 0.23812 -1.20559
H -3.82506 -2.48949 3.79660
H 2.50725 0.87408 -0.81946
H -5.66430 -2.28601 2.13044
O -2.89660 -6.11202 3.56675
C -2.25886 -2.98186 2.40616
H -4.52854 -2.59988 0.82072
C -2.92549 -4.97890 3.21056
C -0.42884 1.06428 -2.52660
F -0.80070 2.11973 0.28057
O 3.11221 1.54678 1.58297
F -3.26943 2.51424 0.21425
F -3.21370 1.44052 -1.65401
C 2.35928 1.91353 -1.11482
H 3.33320 3.77003 -0.52037
F 0.39888 -0.27451 -0.67846
O -4.05159 -4.30434 2.86742
S 4.23394 2.19198 0.91832
C -2.96058 1.35581 -0.35154
H -1.66333 -2.13369 2.73174
O 4.73996 3.40912 1.51109
F 3.23283 1.56975 -3.28325
F -3.74715 0.41682 0.16257
F 1.79517 3.19733 -3.03030
F -1.44276 0.18535 1.01033
F 1.41879 -0.29860 -3.09818
H 1.49130 2.30422 -0.58733
C -3.72037 -2.90330 2.78897
O 4.84289 -0.13768 -1.36752
H 4.40329 2.66900 -1.40751
F -1.27572 0.58939 -3.46459
F 0.83867 1.30291 -4.44950
F -1.54224 -0.80470 -1.51420
S 5.13273 -0.21415 0.04997
C -1.45643 1.01246 -0.06103
C -4.62332 -2.18347 1.82441
H -4.37373 -1.12611 1.79524
C 2.11686 1.93811 -2.60085
O -1.84370 -4.17531 3.08891
N 5.45361 1.21136 0.68121
C 3.58632 2.72059 -0.68739
F -0.73593 2.36628 -2.32712
O 6.11859 -1.17766 0.47455
```

gap between HOMO and LUMO	0.3119	hartree
total charge	-1
E_HOMO	-6.365	eV